Here is a structure of composition C22H27AlBBr2Cl2F5LiN2NaO5S in a non-equilibrium geometry from the Open Molecules 2025 dataset. Energies are from ωB97M-V/def2-TZVPD.

Structure (XYZ):
```
70
Properties=species:S:1:pos:R:3:forces:R:3:lowdin_charge:R:1
C 9.448 -2.975 -0.902 -0.43 0.00 -0.29 -0.0410
C 8.506 -1.811 -1.065 0.01 0.19 -0.08 -0.2568
C 7.476 -1.538 -0.167 -0.04 -0.06 0.12 0.0272
C 6.603 -0.486 -0.373 0.15 -0.06 -0.13 0.0362
C 6.746 0.340 -1.487 -0.37 0.41 0.26 -0.2157
C 5.705 1.441 -1.628 -0.26 -0.85 -0.44 -0.0757
C 4.334 0.787 -1.716 0.27 0.28 -0.03 -0.2234
C 4.066 -0.114 -2.799 -0.33 0.28 0.13 -0.0351
C 2.894 -0.787 -2.934 0.56 0.03 -0.22 0.0045
C 1.922 -0.589 -1.923 -0.16 -0.28 -0.20 -0.3599
N 0.737 -1.213 -1.850 -0.09 0.64 0.16 -0.2229
S 0.089 -0.683 -0.491 -0.48 -0.03 0.07 0.9743
N 1.192 0.347 0.068 -0.05 -0.25 -0.19 -0.2190
C 2.179 0.296 -0.835 0.16 0.11 0.11 -0.3364
C 3.410 1.002 -0.752 -0.03 0.05 0.14 0.0391
C 7.776 0.094 -2.381 0.38 -0.44 0.89 -0.1312
C 8.641 -0.977 -2.168 0.24 -0.14 -0.26 -0.0437
H 10.448 -2.687 -1.221 0.11 -0.12 0.17 0.0775
H 9.449 -3.370 0.111 0.13 0.14 0.07 0.0821
H 9.109 -3.784 -1.554 0.11 -0.05 0.02 0.0866
H 7.343 -2.156 0.713 0.03 0.01 0.01 0.1329
H 5.794 -0.283 0.323 0.11 -0.08 0.13 0.1180
H 5.844 2.019 -2.555 0.26 0.31 0.21 0.1121
H 5.752 2.083 -0.751 0.03 0.25 -0.15 0.1364
H 4.845 -0.276 -3.539 -0.05 -0.23 -0.07 0.0692
H 2.747 -1.486 -3.743 -0.29 -0.13 0.16 0.1149
H 3.622 1.638 0.097 -0.06 -0.06 0.06 0.1282
H 7.908 0.720 -3.256 1.91 0.61 1.76 0.0554
H 9.438 -1.186 -2.876 0.02 0.11 0.01 0.1144
Na 6.743 0.417 -4.308 -2.27 -0.45 -2.11 0.7094
C -3.388 -2.491 -0.430 -0.08 -0.24 0.12 -0.0034
C -4.545 -2.213 0.482 0.03 -0.18 -0.18 -0.4880
O -5.200 -3.060 1.025 -0.08 0.11 0.02 0.1151
C -4.872 -0.734 0.708 -0.49 0.18 0.38 -0.0406
H -3.237 -3.564 -0.512 0.01 0.00 0.00 0.1003
H -3.582 -2.083 -1.425 0.11 0.10 0.02 0.0960
H -2.485 -2.034 -0.027 0.05 0.07 -0.12 0.0487
H -5.110 -0.277 -0.262 0.52 -0.11 -0.31 0.0260
H -4.024 -0.211 1.149 0.02 0.12 -0.17 0.1034
H -5.728 -0.659 1.389 0.05 -0.09 0.05 0.0804
Cl 0.800 -2.293 5.437 -0.03 -0.01 0.01 0.5129
C 1.296 -1.282 4.047 0.08 0.14 -0.05 -0.6477
C 1.312 -2.057 2.755 0.03 0.01 -0.03 -0.6832
Cl 2.609 -3.274 2.717 -0.04 -0.05 0.01 0.5559
H 2.275 -0.861 4.267 0.02 -0.06 0.01 0.0716
H 0.576 -0.469 3.977 -0.01 -0.02 -0.01 0.0685
H 1.492 -1.370 1.933 0.12 0.04 0.05 0.0226
H 0.368 -2.572 2.583 0.02 -0.05 0.06 0.0590
B 5.444 0.739 3.074 0.11 0.03 0.14 -1.2588
F 6.326 1.739 2.612 -0.02 0.01 -0.08 0.0717
F 4.634 1.239 4.101 -0.01 -0.02 -0.05 0.0911
F 4.619 0.346 1.982 -0.17 -0.04 -0.21 0.0538
F 6.172 -0.375 3.514 0.01 0.01 -0.06 0.0906
Li -6.564 0.842 -0.322 -0.41 0.10 0.37 0.7926
Br -10.558 3.665 -0.359 -0.38 0.22 -0.13 0.6562
C -11.437 2.055 0.322 0.27 -0.05 -0.04 -0.6986
C -10.931 1.657 1.674 -0.13 0.17 -0.23 -0.6903
Br -9.183 0.818 1.549 0.44 -0.18 -0.06 0.6309
H -11.323 1.292 -0.443 -0.10 0.03 -0.03 0.0686
H -12.491 2.333 0.403 -0.20 -0.37 0.13 -0.0814
H -11.576 0.914 2.144 0.13 0.05 0.23 0.0621
H -10.826 2.485 2.370 -0.08 -0.20 0.26 0.0425
C -9.406 5.688 -3.339 -0.27 0.14 -0.03 -0.9620
O -8.553 4.892 -2.940 0.09 -0.12 0.09 0.1129
O -9.460 6.904 -3.014 0.11 -0.02 0.08 0.2081
O -10.369 5.385 -4.096 0.02 -0.14 0.02 0.1899
Al -13.519 4.343 -0.067 0.46 0.22 -0.06 0.9625
F 1.825 -3.327 -2.166 0.20 -0.13 -0.11 -0.5814
O -11.510 1.615 4.386 0.09 0.12 -0.60 -0.4812
H -10.634 1.472 4.763 -0.07 -0.01 0.18 -0.1349
```
Positions in Å, forces in eV/Å.

As for the HOMO energy: -6.6 eV. As for the charge: 0.